The following is a DFT calculation (ωB97M-V with the def2-TZVPD basis set) of C54H54Ge2N2OS10Ti as an isolated structure.

The value obtained for the LUMO energy is 3.52 eV. The calculation puts the total energy at -306415.529 eV. The calculation puts the HOMO energy at -2.1 eV. As for the net charge: -2. The value obtained for the HOMO-LUMO gap is 0.2066 Ha. As for the energy above the lowest of the compared OMol25 structures with the same formula, charge and spin: 0.000 eV.

Geometry (Å):
Ti (1.24762, 1.24656, -3.95883)
S (5.43027, 0.37154, -10.06524)
C (4.48064, 0.55539, -8.70363)
S (4.52014, 1.92771, -7.68624)
C (3.29485, 1.44660, -6.53713)
C (2.73757, 0.23914, -6.75094)
S (1.49618, -0.52191, -5.79845)
S (3.35977, -0.61103, -8.14641)
S (2.89878, 2.54971, -5.24232)
C (5.88803, -1.94589, -0.44755)
C (5.16214, -1.38089, 0.73909)
C (5.37795, -0.06984, 1.15287)
C (4.60358, 0.52008, 2.14005)
C (4.94445, 1.90386, 2.63545)
C (3.54025, -0.21018, 2.68904)
C (3.42986, -1.57798, 2.42711)
C (2.48839, -2.47123, 3.19758)
C (4.23226, -2.13653, 1.43632)
C (2.53987, 0.46784, 3.57078)
C (2.81282, 0.52620, 4.93482)
C (1.91804, 1.10300, 5.81678)
C (0.74017, 1.63350, 5.32640)
C (0.44230, 1.60160, 3.96381)
C (1.33659, 1.00804, 3.05780)
Ge (0.96835, 0.92485, 1.10040)
S (2.22940, 2.52716, 0.25675)
S (1.07940, -1.11008, 0.24197)
Ge (-0.71812, -0.50774, -0.96278)
S (-0.51888, -0.23695, -3.09047)
S (-1.11705, 1.27826, 0.38331)
C (-2.15228, -1.87894, -0.96992)
C (-1.83255, -3.23734, -0.88128)
C (-2.80626, -4.20538, -1.12882)
C (-4.09613, -3.84727, -1.47725)
C (-4.41770, -2.50279, -1.57719)
C (-3.46485, -1.52052, -1.32723)
C (-3.89148, -0.09007, -1.43463)
C (-3.88115, 0.57432, -2.66310)
C (-3.59973, -0.12560, -3.96749)
C (-4.18378, 1.93424, -2.68878)
C (-4.53466, 2.62901, -1.54425)
C (-4.80498, 4.11099, -1.58860)
C (-4.63015, 1.92532, -0.34748)
C (-4.32167, 0.57504, -0.27619)
C (-4.43576, -0.15097, 1.04036)
C (-0.46672, -3.74762, -0.53608)
C (0.48483, -3.97619, -1.52452)
C (0.25017, -3.65321, -2.97835)
C (1.72520, -4.50468, -1.15233)
C (2.01930, -4.83695, 0.15524)
C (3.36214, -5.40515, 0.53599)
C (1.04325, -4.61431, 1.12705)
C (-0.17906, -4.05180, 0.80685)
C (-1.15776, -3.70778, 1.89923)
C (-0.85534, 2.25742, 3.60021)
C (-2.04340, 1.54320, 3.75184)
C (-2.01789, 0.06863, 4.06548)
C (-3.25707, 2.20509, 3.59607)
C (-3.31459, 3.55005, 3.26331)
C (-4.63571, 4.25706, 3.10002)
C (-2.11777, 4.23234, 3.07669)
C (-0.88675, 3.61151, 3.24802)
C (0.38518, 4.39684, 3.05804)
H (6.85550, -1.46298, -0.58944)
H (5.29107, -1.76230, -1.34338)
H (6.04431, -3.02194, -0.34472)
H (6.15179, 0.51720, 0.67014)
H (5.92287, 2.20201, 2.25873)
H (4.97183, 1.93768, 3.72650)
H (4.22165, 2.65142, 2.30638)
H (2.10910, -1.99281, 4.10052)
H (3.00958, -3.38466, 3.49292)
H (1.63149, -2.76192, 2.59162)
H (4.09475, -3.18275, 1.17740)
H (3.74167, 0.09700, 5.29331)
H (2.13623, 1.13933, 6.87763)
H (0.02737, 2.09823, 5.99883)
H (-2.52640, -5.25088, -1.05807)
H (-4.84116, -4.60771, -1.67969)
H (-5.41932, -2.19620, -1.85778)
H (-3.12485, -1.09373, -3.82501)
H (-2.94448, 0.47456, -4.59934)
H (-4.53919, -0.27801, -4.50757)
H (-4.12019, 2.45968, -3.63701)
H (-4.59835, 4.51793, -2.57852)
H (-4.17412, 4.63943, -0.87078)
H (-5.84584, 4.33493, -1.34094)
H (-4.92592, 2.44342, 0.55872)
H (-5.16008, 0.34993, 1.68478)
H (-3.47292, -0.15756, 1.55823)
H (-4.74652, -1.18635, 0.90501)
H (-0.78997, -3.41257, -3.19010)
H (0.54948, -4.49839, -3.60169)
H (0.84506, -2.78790, -3.28192)
H (2.47811, -4.64522, -1.92203)
H (4.04262, -5.40912, -0.31556)
H (3.26845, -6.43120, 0.90026)
H (3.82419, -4.81764, 1.33251)
H (1.26361, -4.84122, 2.16640)
H (-0.76524, -4.00285, 2.87327)
H (-2.12510, -4.19193, 1.74911)
H (-1.33979, -2.62911, 1.91588)
H (-1.24260, -0.44171, 3.49075)
H (-2.97676, -0.39031, 3.82550)
H (-1.80780, -0.11376, 5.12305)
H (-4.17944, 1.64622, 3.71810)
H (-5.46959, 3.58915, 3.31770)
H (-4.76327, 4.62823, 2.08230)
H (-4.70705, 5.11660, 3.77025)
H (-2.14117, 5.28221, 2.79974)
H (0.16935, 5.46335, 2.99095)
H (0.89988, 4.10271, 2.14042)
H (1.08156, 4.23342, 3.88272)
N (3.74508, -0.34774, -2.58823)
C (2.83077, 0.20116, -3.03835)
C (0.20979, 3.55725, -2.38387)
O (1.04233, 2.45721, -2.68288)
H (0.82493, 4.44577, -2.22497)
H (-0.36091, 3.34927, -1.47559)
H (-0.47590, 3.73349, -3.21435)
H (1.81160, 2.31659, -1.01050)
S (-2.24082, 2.29624, -7.06551)
C (-1.10685, 2.12942, -5.91570)
N (-0.29485, 2.02414, -5.07738)

Forces on the atoms, in the same order (eV/Å):
Ti 0.167 -0.143 -0.669
S -0.049 0.005 0.081
C 0.083 -0.031 -0.053
S 0.033 0.174 0.025
C 0.098 0.251 0.080
C -0.145 -0.235 0.044
S 0.045 0.193 -0.009
S -0.102 -0.167 -0.067
S -0.239 -0.323 0.143
C -0.012 -0.051 0.053
C 0.027 0.027 -0.021
C 0.019 -0.028 0.003
C 0.000 0.035 -0.078
C -0.118 0.024 -0.111
C -0.090 0.060 0.069
C -0.003 -0.018 -0.045
C -0.084 0.170 -0.007
C 0.018 -0.039 0.016
C -0.065 -0.052 0.040
C 0.012 0.016 -0.055
C -0.008 0.012 0.027
C 0.011 0.021 0.026
C 0.008 0.096 -0.068
C 0.096 -0.077 0.167
Ge -0.108 0.018 0.200
S 0.322 -0.010 0.214
S 0.356 -0.031 -0.049
Ge -0.111 0.000 -0.033
S 0.317 -0.125 -0.022
S -0.209 0.060 0.033
C -0.095 0.039 0.027
C 0.035 -0.150 0.007
C -0.021 -0.026 0.037
C 0.042 0.054 -0.005
C -0.002 -0.041 0.037
C -0.086 0.019 -0.003
C 0.058 -0.051 0.085
C 0.068 -0.023 -0.070
C -0.033 -0.021 0.021
C 0.023 0.071 -0.057
C 0.016 0.013 0.012
C -0.008 -0.023 0.011
C -0.025 -0.045 -0.017
C 0.011 0.009 -0.013
C 0.077 0.081 -0.026
C -0.120 0.018 0.132
C 0.095 -0.004 -0.125
C 0.041 -0.041 0.030
C 0.034 0.012 -0.046
C 0.007 0.010 0.018
C -0.090 -0.157 0.021
C 0.010 -0.063 -0.028
C -0.037 -0.070 -0.034
C 0.002 -0.027 -0.056
C 0.090 -0.049 -0.046
C -0.048 -0.061 -0.010
C -0.005 0.054 0.038
C -0.002 -0.066 -0.082
C 0.006 0.014 -0.025
C 0.029 -0.023 0.021
C -0.043 -0.010 0.000
C 0.046 0.015 -0.021
C -0.014 -0.007 0.010
H 0.018 -0.001 0.003
H -0.010 0.041 -0.034
H 0.000 0.002 0.012
H 0.019 -0.001 0.010
H -0.010 0.007 -0.017
H 0.002 -0.021 -0.010
H -0.076 -0.004 -0.026
H 0.043 0.025 -0.007
H -0.003 -0.024 -0.016
H 0.002 0.121 -0.032
H 0.090 0.489 0.040
H 0.001 0.001 0.002
H -0.003 -0.001 -0.002
H -0.004 -0.007 -0.005
H -0.003 0.007 0.006
H 0.004 0.006 -0.006
H 0.004 0.000 0.002
H -0.031 0.039 0.002
H -0.073 -0.011 0.019
H -0.023 0.009 -0.011
H 0.003 -0.017 -0.007
H -0.004 -0.020 0.005
H 0.010 0.005 0.013
H 0.000 -0.006 0.010
H -0.020 0.031 0.056
H 0.011 0.017 0.018
H 0.033 -0.007 -0.033
H -0.013 -0.017 -0.002
H 0.020 -0.011 0.011
H -0.003 -0.004 -0.011
H -0.003 -0.052 0.025
H -0.013 0.010 0.011
H 0.005 0.021 -0.003
H -0.013 -0.022 -0.012
H -0.080 -0.356 -0.025
H -0.032 -0.072 -0.075
H -0.005 -0.007 0.004
H -0.001 0.003 -0.003
H 0.009 0.011 -0.016
H -0.015 0.012 -0.030
H -0.018 0.001 0.025
H 0.025 0.009 -0.005
H -0.003 -0.003 -0.008
H 0.007 -0.012 0.002
H 0.017 0.003 -0.059
H 0.002 -0.003 0.003
H 0.001 -0.007 0.002
H -0.006 0.006 0.010
H -0.028 -0.022 0.005
H -0.006 -0.002 0.010
N -0.013 -0.012 0.046
C 0.394 -0.426 0.501
C -0.077 0.056 -0.024
O -0.164 0.784 0.109
H 0.038 0.011 0.010
H 0.025 -0.025 -0.028
H -0.006 -0.007 0.004
H 0.101 -0.065 -0.033
S 0.061 0.002 0.125
C -0.106 0.146 -0.059
N -0.406 0.083 -0.278

Atomic partial charges in e from the Mulliken method, atoms 1 to 2:
1. Ti 0.0353
2. S -0.3683